[1]
116
Properties=species:S:1:pos:R:3 method="wB97M-V/def2-TZVPD" charge=0 smiles="C#CCCC[PH2](N(C(=O)F)C(=O)F)S(C)(=O)=O.CN(C)P(=O)(N(C)C)N(C)C.CN(C)P(=O)(N(C)C)N(C)C.CN(C)P(=O)(N(C)C)N(C)C" lumo_energy_ev=-0.2 energy_ev=-110683.730 homo_ev=-8.1 gap_ev=7.93
C 5.897 -3.329 1.634
C 5.658 -3.703 0.516
C 5.381 -4.059 -0.914
C 5.428 -2.759 -1.773
C 4.058 -2.205 -2.257
P 2.908 -1.595 -0.937
N 3.461 0.175 -1.247
C 4.469 0.618 -0.353
O 4.708 1.776 -0.228
F 5.216 -0.253 0.337
C 2.327 1.020 -0.953
O 1.722 1.645 -1.732
F 2.012 1.025 0.373
S 1.994 -3.562 -0.547
C 0.222 -3.255 -0.118
O 1.956 -4.482 -1.689
O 2.543 -4.234 0.639
H 6.155 -2.773 2.519
H 6.237 -4.680 -1.233
H 4.490 -4.681 -1.053
H 6.047 -2.028 -1.237
H 5.990 -3.007 -2.691
H 4.299 -1.321 -2.869
H 3.605 -2.920 -2.958
H 1.616 -1.163 -1.356
H 3.172 -1.494 0.447
H -0.253 -4.244 -0.057
H -0.235 -2.740 -0.982
H 0.114 -2.688 0.813
O 6.682 -0.010 5.047
P 6.046 1.365 4.941
N 7.420 2.176 4.268
C 7.758 3.583 4.360
C 7.905 1.632 3.000
N 5.941 1.653 6.643
C 6.623 2.739 7.316
C 5.909 0.479 7.508
N 4.970 2.729 4.662
C 3.666 2.636 5.366
C 4.624 2.866 3.225
H 7.151 4.225 3.706
H 8.802 3.729 4.070
H 7.691 3.973 5.369
H 7.314 1.989 2.144
H 7.866 0.544 2.994
H 8.948 1.907 2.831
H 7.714 2.628 7.278
H 6.328 2.787 8.367
H 6.332 3.707 6.904
H 6.910 0.062 7.673
H 5.279 -0.301 7.084
H 5.477 0.733 8.480
H 3.142 1.705 5.131
H 3.026 3.474 5.081
H 3.780 2.700 6.444
H 4.161 1.956 2.835
H 5.500 3.082 2.614
H 3.940 3.700 3.068
O -2.383 -1.987 -3.190
P -2.771 -1.754 -4.645
N -1.267 -2.318 -5.273
C -0.573 -1.938 -6.487
C -0.980 -3.723 -4.980
N -2.769 -0.030 -4.532
C -1.858 0.819 -5.269
C -3.025 0.545 -3.214
N -3.527 -1.625 -6.231
C -4.802 -0.863 -6.245
C -3.872 -2.957 -6.790
H -1.016 -2.362 -7.399
H 0.462 -2.287 -6.443
H -0.500 -0.863 -6.618
H -1.468 -4.389 -5.706
H -1.302 -4.022 -3.984
H 0.092 -3.928 -5.023
H -0.815 0.676 -4.956
H -2.108 1.873 -5.121
H -1.949 0.663 -6.346
H -2.128 0.534 -2.582
H -3.816 0.003 -2.699
H -3.369 1.578 -3.304
H -5.526 -1.267 -5.532
H -5.245 -0.893 -7.242
H -4.650 0.188 -6.017
H -4.538 -3.517 -6.129
H -2.983 -3.564 -6.962
H -4.355 -2.850 -7.761
O -5.846 1.849 -0.899
P -6.723 1.773 0.336
N -5.584 0.947 1.347
C -5.856 0.086 2.480
C -4.312 1.640 1.547
N -7.865 0.648 -0.314
C -8.096 -0.671 0.239
C -7.988 0.603 -1.766
N -7.830 2.098 1.667
C -9.180 2.553 1.249
C -7.322 3.173 2.556
H -6.151 0.633 3.388
H -4.959 -0.487 2.731
H -6.616 -0.660 2.278
H -4.383 2.419 2.319
H -3.971 2.117 0.628
H -3.528 0.940 1.842
H -7.216 -1.319 0.141
H -8.931 -1.161 -0.269
H -8.404 -0.616 1.285
H -7.188 0.010 -2.228
H -7.961 1.605 -2.191
H -8.949 0.168 -2.054
H -9.130 3.431 0.598
H -9.778 2.807 2.126
H -9.729 1.774 0.729
H -7.145 4.104 2.010
H -6.389 2.888 3.042
H -8.030 3.371 3.360


[2]
112
Properties=species:S:1:pos:R:3 method="wB97M-V/def2-TZVPD" charge=0 e_above_lowest_kj_mol=286.7 lumo_energy_ev=-0.3 energy_ev=-100785.822 homo_ev=-7.9 gap_ev=7.62
C -3.097 1.096 2.954
C -1.814 1.906 3.181
O -0.926 1.883 2.319
N -1.867 2.580 4.366
C -0.717 3.388 4.904
H -2.915 0.092 2.569
H -3.785 1.441 2.183
H -3.743 0.940 3.819
H -2.667 2.305 4.917
H -0.754 4.402 4.507
H 0.238 2.970 4.584
H -0.770 3.341 5.992
C -1.923 3.244 -3.386
C -2.780 4.175 -4.291
O -2.718 5.419 -4.156
N -3.432 3.651 -5.311
C -4.244 4.404 -6.306
H -2.339 2.237 -3.357
H -1.981 3.612 -2.362
H -0.935 3.344 -3.835
H -3.660 2.667 -5.340
H -4.575 3.713 -7.082
H -3.724 5.256 -6.743
H -5.205 4.696 -5.882
C 3.680 -2.875 -0.204
C 2.608 -3.958 0.067
O 2.907 -4.868 0.876
N 1.406 -3.908 -0.560
C 0.339 -4.865 -0.198
H 3.335 -2.166 -0.956
H 4.453 -3.470 -0.691
H 4.027 -2.405 0.715
H 1.204 -3.193 -1.244
H -0.611 -4.507 -0.596
H 0.318 -4.923 0.890
H 0.528 -5.849 -0.627
C 2.197 0.902 3.768
C 3.356 0.010 3.357
O 3.367 -0.372 2.178
N 4.427 -0.123 4.178
C 5.609 -0.902 3.786
H 1.292 0.295 3.789
H 2.089 1.721 3.057
H 2.271 1.299 4.780
H 4.468 0.542 4.937
H 6.533 -0.583 4.267
H 5.734 -0.698 2.723
H 5.456 -1.969 3.950
C -1.050 -6.126 3.642
C -1.988 -5.307 2.809
O -2.522 -5.831 1.812
N -2.246 -4.059 3.203
C -3.152 -3.083 2.574
H -0.946 -5.853 4.692
H -0.043 -5.915 3.283
H -1.338 -7.173 3.547
H -1.861 -3.737 4.079
H -3.572 -2.355 3.268
H -4.022 -3.623 2.200
H -2.718 -2.536 1.737
C 0.518 5.145 1.653
C 0.619 4.744 0.158
O -0.410 4.695 -0.551
N 1.925 4.495 -0.275
C 2.365 4.037 -1.592
H -0.037 4.406 2.231
H -0.080 6.056 1.685
H 1.410 5.447 2.201
H 2.563 4.586 0.502
H 1.596 3.358 -1.962
H 3.325 3.527 -1.662
H 2.314 4.913 -2.239
C -0.346 -3.707 -3.984
S -0.345 -1.949 -4.663
O 0.053 -1.824 -6.161
C -2.000 -1.264 -4.329
H 0.146 -4.406 -4.659
H -1.352 -4.081 -3.794
H 0.171 -3.716 -3.024
H -2.070 -1.062 -3.260
H -2.708 -2.058 -4.566
H -2.323 -0.334 -4.797
C -4.377 0.462 -2.352
S -5.351 -1.095 -2.056
O -5.458 -1.743 -3.462
C -4.133 -2.010 -1.015
H -3.364 0.234 -2.022
H -4.748 1.321 -1.793
H -4.392 0.715 -3.412
H -3.847 -1.308 -0.232
H -3.202 -2.277 -1.515
H -4.663 -2.882 -0.632
C 5.846 1.625 0.354
S 5.361 1.774 -1.380
O 6.673 1.505 -2.143
C 4.280 0.273 -1.469
H 4.983 1.686 1.016
H 6.674 2.249 0.689
H 6.116 0.574 0.466
H 3.765 0.332 -2.427
H 3.428 0.295 -0.790
H 4.853 -0.651 -1.385
C 0.277 0.927 -0.668
S -0.780 -0.572 -0.330
O -0.394 -1.630 -1.350
C 0.014 -1.082 1.270
H -0.170 1.533 -1.456
H 1.253 0.644 -1.063
H 0.322 1.544 0.229
H -0.040 -0.419 2.134
H 1.044 -1.332 1.016
H -0.507 -2.002 1.536


[3]
122
Properties=species:S:1:pos:R:3 method="wB97M-V/def2-TZVPD" charge=0 smiles="C[N+](=O)[O-].C[N+](=O)[O-].C[N+](=O)[O-].C[N+](=O)[O-].C[N+](=O)[O-].C[N+](=O)[O-].COCCOC.COCCOC.COCCOC.COCCOC.COCCOC" e_above_lowest_kj_mol=437.8 lumo_energy_ev=-0.2 energy_ev=-82023.078 homo_ev=-9.5 gap_ev=9.24
C 3.260 10.041 7.934
N 2.180 9.189 8.355
O 1.281 9.717 8.961
O 2.294 7.970 8.106
H 3.855 10.388 8.779
H 2.784 10.872 7.413
H 3.880 9.539 7.191
C 9.327 3.006 9.329
N 8.666 2.544 8.117
O 8.389 1.326 8.000
O 8.457 3.348 7.175
H 10.313 2.546 9.395
H 8.679 2.610 10.111
H 9.415 4.084 9.466
C -0.280 -7.296 -4.214
N 0.673 -8.438 -4.156
O 1.813 -8.282 -4.706
O 0.381 -9.455 -3.518
H -0.286 -6.864 -5.215
H -0.045 -6.519 -3.487
H -1.252 -7.741 -4.000
C -11.668 -3.776 1.963
N -10.308 -4.117 2.501
O -9.613 -4.796 1.787
O -10.045 -3.863 3.669
H -12.091 -4.573 1.351
H -11.496 -2.907 1.327
H -12.245 -3.549 2.859
C -2.276 -6.864 1.970
N -2.142 -8.101 2.802
O -2.849 -9.008 2.455
O -1.292 -8.139 3.727
H -3.282 -6.451 2.048
H -1.947 -7.209 0.990
H -1.532 -6.118 2.247
C -2.288 7.074 4.700
N -1.831 8.106 3.728
O -2.219 7.879 2.574
O -1.191 9.067 4.206
H -3.182 6.519 4.414
H -2.474 7.559 5.658
H -1.451 6.380 4.770
C 4.019 -2.706 -1.968
O 5.185 -2.093 -1.370
C 6.284 -3.012 -1.112
C 6.156 -4.222 -0.070
O 4.998 -4.999 -0.253
C 4.835 -6.061 0.683
H 3.240 -1.984 -2.213
H 3.527 -3.353 -1.241
H 4.207 -3.351 -2.827
H 7.122 -2.428 -0.731
H 6.594 -3.333 -2.106
H 6.068 -3.861 0.955
H 7.089 -4.775 -0.184
H 4.577 -5.682 1.672
H 5.682 -6.745 0.739
H 3.929 -6.517 0.281
C -2.248 -1.372 7.766
O -0.813 -1.398 8.022
C -0.345 -0.499 9.021
C 1.152 -0.649 9.318
O 1.400 -1.923 9.852
C 2.698 -2.388 9.605
H -2.521 -0.347 7.514
H -2.831 -1.746 8.607
H -2.396 -2.004 6.890
H -0.887 -0.700 9.945
H -0.619 0.523 8.759
H 1.442 0.084 10.070
H 1.657 -0.522 8.361
H 3.036 -3.261 10.164
H 3.453 -1.666 9.918
H 2.833 -2.539 8.534
C -2.402 -1.206 -0.615
O -1.164 -1.014 -0.017
C -0.881 0.234 0.539
C 0.325 0.407 1.528
O 0.535 1.768 1.830
C 1.658 2.055 2.666
H -3.205 -1.139 0.119
H -2.536 -2.186 -1.073
H -2.489 -0.416 -1.361
H -1.791 0.504 1.073
H -0.759 0.869 -0.339
H 1.265 0.059 1.099
H 0.185 -0.113 2.476
H 1.861 3.125 2.705
H 2.547 1.470 2.430
H 1.454 1.750 3.692
C -0.076 7.326 -5.834
O -0.224 8.430 -6.705
C -1.501 8.690 -7.384
C -1.408 9.912 -8.268
O -0.906 9.721 -9.578
C -1.311 10.675 -10.490
H -0.033 6.333 -6.281
H -0.813 7.320 -5.031
H 0.857 7.483 -5.292
H -2.218 8.855 -6.580
H -1.700 7.797 -7.976
H -0.984 10.799 -7.797
H -2.462 10.160 -8.391
H -2.375 10.625 -10.719
H -0.756 10.483 -11.408
H -1.025 11.676 -10.166
C -1.819 -4.341 -12.486
O -1.587 -5.233 -11.455
C -2.717 -5.954 -10.922
C -3.815 -4.965 -10.315
O -3.489 -4.381 -9.035
C -2.501 -3.310 -9.177
H -2.294 -4.887 -13.300
H -0.888 -3.999 -12.939
H -2.463 -3.494 -12.249
H -2.357 -6.611 -10.130
H -3.067 -6.589 -11.736
H -4.636 -5.653 -10.112
H -4.191 -4.187 -10.979
H -2.480 -2.889 -8.172
H -2.778 -2.510 -9.863
H -1.473 -3.616 -9.371


[4]
122
Properties=species:S:1:pos:R:3 method="wB97M-V/def2-TZVPD" charge=0 smiles="C[N+](=O)[O-].C[N+](=O)[O-].C[N+](=O)[O-].C[N+](=O)[O-].C[N+](=O)[O-].C[N+](=O)[O-].COCCOC.COCCOC.COCCOC.COCCOC.COCCOC" e_above_lowest_kj_mol=460.6 lumo_energy_ev=-0.6 energy_ev=-82022.841 homo_ev=-8.9 gap_ev=8.32
C -9.779 29.323 24.410
N -9.848 27.844 24.366
O -9.233 27.319 25.256
O -10.581 27.320 23.482
H -10.002 29.706 23.414
H -8.712 29.491 24.554
H -10.479 29.736 25.137
C -7.876 26.110 29.378
N -8.934 27.061 29.814
O -9.808 27.467 29.013
O -8.982 27.318 31.011
H -7.657 26.289 28.325
H -8.163 25.059 29.368
H -6.943 26.076 29.940
C -3.358 27.522 20.048
N -4.076 28.488 20.954
O -4.360 29.606 20.495
O -4.475 28.040 21.985
H -3.681 27.688 19.020
H -3.710 26.539 20.361
H -2.277 27.627 20.135
C -3.258 23.618 30.312
N -3.444 24.545 29.082
O -2.460 25.254 28.878
O -4.402 24.409 28.284
H -2.567 22.839 29.992
H -4.174 23.028 30.304
H -3.103 24.159 31.246
C -2.651 30.010 27.047
N -1.519 30.093 26.197
O -0.374 30.092 26.683
O -1.697 30.189 24.987
H -3.435 30.678 26.690
H -2.375 30.344 28.047
H -2.959 28.968 26.965
C -6.922 30.411 28.341
N -6.979 31.803 27.749
O -6.903 32.705 28.563
O -7.108 31.953 26.541
H -6.427 30.558 29.301
H -6.383 29.884 27.553
H -7.970 30.113 28.368
C 0.496 25.525 21.985
O 0.546 25.778 23.347
C 0.770 27.109 23.641
C 0.545 27.345 25.168
O 1.421 26.649 26.091
C 1.442 27.045 27.447
H -0.461 25.862 21.585
H 0.513 24.436 22.034
H 1.173 25.761 21.164
H 0.339 27.857 22.976
H 1.851 27.236 23.580
H -0.494 27.285 25.491
H 0.622 28.425 25.300
H 1.720 28.065 27.712
H 2.030 26.365 28.063
H 0.499 26.866 27.964
C -2.182 20.181 19.183
O -1.543 20.803 20.301
C -2.179 20.676 21.509
C -3.372 21.596 21.613
O -4.036 21.435 22.858
C -5.209 22.061 22.855
H -2.430 19.132 19.343
H -1.521 20.199 18.317
H -3.060 20.804 19.013
H -1.440 21.003 22.240
H -2.404 19.640 21.764
H -4.045 21.479 20.763
H -3.152 22.660 21.519
H -5.870 21.684 22.074
H -5.195 23.094 22.508
H -5.578 21.928 23.872
C -8.521 30.789 31.706
O -7.289 30.171 31.339
C -6.650 29.379 32.296
C -5.187 28.968 31.875
O -5.114 27.919 30.952
C -4.065 27.952 29.971
H -9.294 30.026 31.804
H -8.927 31.603 31.106
H -8.636 31.258 32.684
H -7.224 28.460 32.415
H -6.811 29.896 33.243
H -4.678 28.503 32.719
H -4.476 29.756 31.626
H -4.337 27.216 29.214
H -3.082 27.656 30.335
H -4.050 28.986 29.626
C -2.986 25.237 23.887
O -3.493 26.135 24.786
C -4.869 25.934 25.196
C -5.083 26.963 26.303
O -4.868 28.390 26.041
C -5.601 29.002 24.972
H -3.452 25.398 22.915
H -3.048 24.206 24.235
H -1.926 25.417 23.707
H -5.006 24.924 25.581
H -5.425 26.204 24.298
H -4.414 26.701 27.123
H -6.095 26.686 26.599
H -5.054 28.866 24.039
H -5.492 30.083 25.062
H -6.640 28.701 24.835
C 0.592 21.554 24.801
O -0.342 22.614 25.070
C 0.120 23.653 25.883
C 0.208 23.542 27.428
O 1.409 22.928 27.831
C 2.534 23.760 27.869
H 0.871 21.096 25.750
H 1.490 22.016 24.391
H 0.240 20.786 24.113
H -0.648 24.422 25.802
H 0.988 24.080 25.381
H -0.539 22.808 27.733
H -0.069 24.454 27.957
H 2.529 24.431 28.728
H 2.597 24.265 26.905
H 3.475 23.211 27.848